# 1
{"formula": "C4H7BrOS", "method": "ωB97M-V with the def2-TZVPD basis set", "elements": ["C", "C", "C", "C", "O", "S", "Br", "H", "H", "H", "H", "H", "H", "H"], "coordinates": [[0.170, -0.575, -0.817], [-0.748, -0.549, 0.434], [1.025, 0.691, -0.550], [-1.691, 0.607, 0.395], [0.409, 1.848, -0.749], [-1.941, 1.704, 1.690], [-2.568, 0.833, -1.155], [0.765, -1.475, -0.727], [-0.413, -0.573, -1.704], [-1.356, -1.435, 0.292], [-0.280, -0.637, 1.415], [1.425, 0.539, 0.567], [1.964, 0.646, -1.036], [-2.780, 2.606, 1.145]], "atomic_forces_ev_per_a": [[1.3, 0.9, 2.4], [-1.6, 0.0, 0.0], [0.3, -0.2, 1.8], [2.2, 1.0, 0.0], [-1.5, -0.5, 0.6], [0.2, -0.6, 0.4], [-1.4, 0.3, -1.2], [0.2, -0.3, -0.2], [-0.3, 0.1, -0.8], [-0.5, -0.4, 0.3], [0.4, 0.1, -0.3], [-0.7, 0.2, -1.2], [1.3, -0.3, -1.4], [0.1, -0.4, -0.3]], "nbo_charge": [-0.40, -0.51, -0.03, -0.16, -0.72, 0.25, 0.24, 0.21, 0.21, 0.26, 0.24, 0.07, 0.17, 0.16], "e_above_lowest_kcal_mol": 73.97, "spin_multiplicity": 1, "gap_ev": 6.095, "lumo_ev": -1.4, "e_tot_ev": -87182.4513, "homo_energy_ha": -0.274}


# 2
{"formula": "C2H4Cl2O2S", "method": "ωB97M-V with the def2-TZVPD basis set", "elements": ["C", "C", "O", "O", "S", "Cl", "Cl", "H", "H", "H", "H"], "coordinates": [[-1.510, 0.469, -0.190], [-0.070, -0.750, 0.567], [2.578, -0.659, 0.331], [1.287, -0.019, -1.706], [1.453, -0.016, -0.232], [0.030, -2.499, 0.130], [1.187, 1.901, 0.305], [-1.492, 1.316, 0.554], [-1.083, 0.681, -1.136], [-2.453, -0.009, -0.195], [0.073, -0.414, 1.573]], "atomic_forces_ev_per_a": [[3.0, -1.1, 3.1], [-1.1, 2.4, -3.2], [0.9, 0.4, 0.7], [0.4, 0.2, 3.1], [-2.4, -1.6, -4.0], [-0.6, 1.6, 0.7], [0.5, 0.5, 0.5], [0.1, -1.0, -1.0], [0.2, 0.3, -0.8], [-0.7, -0.8, -0.1], [-0.3, -0.8, 0.9]], "nbo_charge": [-0.50, -0.45, -0.87, -0.90, 2.02, 0.03, -0.20, 0.21, 0.22, 0.21, 0.22], "e_above_lowest_kcal_mol": 38.27, "spin_multiplicity": 1, "gap_ev": 10.925, "lumo_ev": 0.1, "e_tot_ev": -42111.2704, "homo_energy_ha": -0.399}


# 3
{"formula": "C4H11Cl2FNOPd", "method": "ωB97M-V with the def2-TZVPD basis set", "elements": ["Pd", "Cl", "Cl", "F", "C", "C", "C", "O", "C", "N", "H", "H", "H", "H", "H", "H", "H", "H", "H", "H", "H"], "coordinates": [[1.162, 0.946, -0.469], [0.776, 2.829, -0.138], [3.022, 0.863, -0.485], [0.853, 0.912, -2.086], [0.370, -2.121, 1.239], [0.477, -0.870, 0.364], [-0.885, -0.259, -0.035], [-0.641, 0.814, -0.889], [-1.817, 1.348, -1.474], [1.258, 0.130, 1.094], [-0.329, -2.795, 0.745], [-0.075, -1.867, 2.201], [1.307, -2.611, 1.502], [1.040, -1.114, -0.537], [-1.402, 0.094, 0.858], [-1.567, -0.955, -0.525], [-2.209, 0.822, -2.345], [-1.511, 2.342, -1.798], [-2.528, 1.486, -0.659], [0.724, 0.430, 1.897], [1.974, -0.426, 1.539]], "atomic_forces_ev_per_a": [[-2.5, -3.0, 2.5], [-2.0, 12.5, 2.5], [15.8, -0.7, -0.8], [1.5, 1.2, -16.2], [-1.1, 0.0, -0.1], [-1.7, -3.3, 1.6], [-1.3, -1.4, 0.9], [-8.8, -2.4, 1.2], [0.7, 1.6, 0.5], [-1.1, -3.1, 7.3], [0.1, -0.5, 0.0], [-0.2, 0.2, 0.1], [0.2, 0.1, -0.5], [-0.1, -0.7, -0.1], [-0.1, 0.0, 0.4], [0.2, -0.5, 0.0], [0.2, -0.6, 0.3], [-0.1, 0.0, -0.1], [-0.5, -0.1, -0.2], [-0.6, 0.4, 0.7], [1.4, 0.3, -0.1]], "nbo_charge": [1.06, -0.54, -0.38, -0.62, -1.03, -0.24, -0.20, -0.54, -0.26, -0.76, 0.20, 0.17, 0.21, 0.22, 0.18, 0.19, 0.18, 0.23, 0.18, 0.36, 0.39], "charge": -1, "e_above_lowest_kcal_mol": 334.47, "spin_multiplicity": 3, "gap_ev": [2.946, 8.333], "lumo_ev": [3.3, 3.1], "e_tot_ev": -39094.2003, "homo_energy_ha": [0.014, -0.193]}


# 4
{"formula": "C33H88O11", "method": "ωB97M-V with the def2-TZVPD basis set", "elements": ["C", "C", "C", "O", "H", "H", "H", "H", "H", "H", "H", "H", "C", "C", "C", "O", "H", "H", "H", "H", "H", "H", "H", "H", "C", "C", "C", "O", "H", "H", "H", "H", "H", "H", "H", "H", "C", "C", "C", "O", "H", "H", "H", "H", "H", "H", "H", "H", "C", "C", "C", "O", "H", "H", "H", "H", "H", "H", "H", "H", "C", "C", "C", "O", "H", "H", "H", "H", "H", "H", "H", "H", "C", "C", "C", "O", "H", "H", "H", "H", "H", "H", "H", "H", "C", "C", "C", "O", "H", "H", "H", "H", "H", "H", "H", "H", "C", "C", "C", "O", "H", "H", "H", "H", "H", "H", "H", "H", "C", "C", "C", "O", "H", "H", "H", "H", "H", "H", "H", "H", "C", "C", "C", "O", "H", "H", "H", "H", "H", "H", "H", "H"], "coordinates": [[4.727, 5.078, -2.901], [3.163, 5.164, -2.588], [2.530, 6.454, -3.097], [2.566, 4.051, -3.149], [5.237, 4.149, -2.729], [5.272, 5.893, -2.465], [4.739, 5.243, -3.969], [3.121, 5.079, -1.522], [2.443, 6.324, -4.215], [3.010, 7.351, -2.942], [1.484, 6.476, -2.657], [1.980, 3.593, -2.534], [-2.849, -0.131, -2.092], [-1.415, -0.503, -1.746], [-0.521, -0.145, -2.967], [-0.920, 0.239, -0.637], [-3.215, -0.823, -2.887], [-2.887, 0.864, -2.470], [-3.650, -0.154, -1.247], [-1.381, -1.584, -1.488], [-0.561, 0.980, -3.092], [-0.873, -0.708, -3.831], [0.561, -0.415, -2.826], [-1.489, 0.187, 0.168], [5.487, 1.824, -4.572], [4.336, 1.914, -5.598], [3.146, 0.905, -5.260], [3.896, 3.263, -5.736], [5.896, 0.827, -4.678], [5.172, 2.073, -3.528], [6.202, 2.520, -4.904], [4.759, 1.652, -6.564], [2.574, 1.285, -4.389], [3.538, -0.121, -5.284], [2.428, 0.926, -6.153], [3.383, 3.473, -4.903], [3.021, -3.207, -2.033], [1.871, -4.076, -1.460], [0.992, -4.587, -2.580], [2.344, -5.159, -0.728], [3.773, -3.161, -1.308], [2.559, -2.257, -2.284], [3.378, -3.707, -2.909], [1.281, -3.440, -0.735], [0.707, -3.804, -3.325], [0.081, -5.066, -2.214], [1.520, -5.395, -3.131], [2.839, -4.927, 0.078], [-4.712, -3.338, 2.906], [-5.235, -2.106, 3.623], [-5.510, -2.235, 5.151], [-4.262, -1.020, 3.571], [-5.335, -4.177, 3.218], [-3.648, -3.448, 3.099], [-4.892, -3.315, 1.821], [-6.116, -1.734, 3.069], [-4.644, -2.758, 5.666], [-6.410, -2.831, 5.361], [-5.721, -1.240, 5.623], [-3.670, -1.194, 2.802], [-1.181, 4.078, 0.094], [-1.239, 4.861, -1.201], [-2.577, 4.672, -1.908], [-0.905, 6.233, -1.075], [-1.324, 2.968, 0.026], [-2.022, 4.426, 0.653], [-0.290, 4.367, 0.668], [-0.468, 4.375, -1.891], [-2.904, 3.638, -2.011], [-2.439, 5.117, -2.894], [-3.424, 5.245, -1.423], [-1.659, 6.687, -0.692], [3.621, -2.919, 2.867], [4.302, -4.301, 2.631], [3.511, -5.360, 3.323], [4.441, -4.529, 1.249], [3.964, -2.304, 2.062], [4.005, -2.540, 3.816], [2.547, -2.965, 2.727], [5.343, -4.184, 3.109], [2.658, -5.576, 2.648], [3.086, -5.027, 4.248], [4.045, -6.365, 3.328], [5.123, -5.159, 1.137], [2.606, 0.348, -0.137], [2.149, 1.789, 0.278], [3.284, 2.657, 0.685], [1.500, 2.403, -0.881], [1.635, -0.173, -0.432], [3.155, -0.136, 0.665], [3.297, 0.525, -0.917], [1.370, 1.660, 0.991], [3.504, 2.271, 1.645], [3.025, 3.708, 0.723], [4.110, 2.532, -0.041], [0.620, 1.973, -0.944], [-4.999, 2.927, 3.183], [-5.021, 1.894, 2.104], [-6.206, 2.095, 1.107], [-3.752, 1.914, 1.326], [-4.050, 2.922, 3.704], [-5.688, 2.666, 3.941], [-5.086, 3.965, 2.819], [-4.983, 0.894, 2.482], [-6.225, 3.097, 0.713], [-7.146, 1.904, 1.654], [-6.040, 1.388, 0.293], [-3.581, 2.879, 1.270], [-1.858, -3.900, 0.423], [-1.299, -4.760, 1.512], [-2.065, -6.034, 1.639], [0.117, -4.824, 1.330], [-2.950, -4.042, 0.338], [-1.486, -4.090, -0.628], [-1.655, -2.795, 0.608], [-1.508, -4.202, 2.379], [-2.140, -6.549, 0.698], [-3.048, -5.723, 2.043], [-1.614, -6.788, 2.247], [0.313, -5.389, 0.561], [-1.206, 0.795, 4.108], [-0.929, 0.218, 2.694], [-0.060, -1.025, 2.758], [-2.077, -0.161, 1.905], [-1.653, 1.788, 4.154], [-0.172, 0.962, 4.520], [-1.886, 0.199, 4.810], [-0.380, 0.966, 2.136], [0.100, -1.438, 1.736], [-0.600, -1.623, 3.438], [0.911, -0.804, 3.233], [-2.648, 0.655, 1.804]], "atomic_forces_ev_per_a": [[-2.0, 0.9, -1.0], [3.0, 0.5, 0.8], [-2.6, -2.8, -1.3], [-0.8, -1.0, -1.1], [-0.2, -0.5, 0.5], [0.2, 0.4, 0.5], [0.5, 0.0, -0.5], [-0.5, 0.2, 0.9], [-0.1, 0.2, 1.0], [1.3, 1.8, 0.8], [1.1, 0.3, -0.7], [0.2, 0.0, 0.3], [-1.7, -1.1, 0.8], [0.0, -0.1, 0.1], [0.6, 0.3, 1.0], [0.2, 0.6, 0.4], [0.2, 0.5, 0.5], [0.0, 0.9, -0.4], [1.7, -0.2, -1.1], [0.2, 0.4, -0.3], [-0.1, -1.3, -0.2], [-0.1, 0.4, -0.2], [-1.0, 0.2, 0.1], [0.2, -0.5, -0.7], [-1.7, -0.5, 0.0], [-0.7, -0.4, 1.0], [0.0, 1.5, -2.3], [-0.9, -0.3, 1.2], [0.2, -0.3, 0.5], [0.2, -0.4, -0.8], [1.1, 1.0, -0.2], [-0.1, -0.1, -0.2], [0.6, -0.8, -0.2], [-0.2, 0.2, 0.8], [0.8, 0.2, 1.2], [0.6, -0.1, -1.1], [-2.4, -0.9, -0.2], [-0.1, 1.9, 0.5], [-0.2, -0.5, -0.8], [0.2, -1.6, 0.4], [1.3, 0.5, 1.0], [0.5, 0.4, -0.1], [0.5, -0.1, -0.7], [0.2, -0.3, -0.8], [0.3, -0.4, 0.7], [-0.1, 0.2, 0.1], [0.0, 0.5, 0.2], [-0.1, 0.4, -0.4], [-0.9, 0.0, -0.1], [0.3, 1.6, 0.7], [0.1, -0.5, 0.0], [0.3, -0.9, -1.1], [0.5, -0.4, 0.3], [0.0, -0.4, 0.2], [0.3, 0.4, 0.2], [-0.1, -0.3, 0.5], [-0.9, 0.8, -0.6], [0.2, -0.1, -0.2], [0.5, -0.8, -0.6], [-0.3, 0.5, 0.7], [0.2, 0.0, 0.5], [0.7, -2.0, -1.4], [-0.6, 1.2, 0.0], [0.2, -0.5, 0.1], [0.5, 0.9, -0.4], [-0.8, 0.3, 0.9], [-0.1, -0.4, -0.2], [-0.7, 1.0, 0.7], [0.2, -0.1, 0.1], [-0.3, -0.1, -0.2], [0.9, -0.5, -0.2], [-0.1, 0.1, 0.1], [0.9, -1.1, -0.7], [1.1, 1.9, 1.9], [-0.2, -2.3, -1.8], [-1.1, 0.9, -0.2], [0.4, 0.8, -0.4], [-0.6, 0.2, 0.0], [-0.3, -0.1, 0.6], [-1.2, -0.4, -0.8], [0.1, 0.3, 0.4], [0.2, -0.1, 0.7], [-0.4, 1.2, 0.6], [1.1, -1.1, -0.4], [-2.1, 1.1, 0.8], [-0.3, -0.9, -2.4], [0.0, -0.1, -0.9], [-0.5, -0.5, 0.3], [1.6, 0.2, 0.2], [-0.2, -0.3, 0.3], [0.5, -0.3, -1.3], [-0.5, 0.3, 1.2], [1.1, 0.0, 1.1], [-0.2, 0.2, 0.2], [-0.2, 0.0, 0.5], [0.6, 0.2, -0.1], [1.3, 0.5, -0.2], [0.1, 0.3, -2.0], [0.8, -0.9, 1.3], [-0.9, 1.6, 0.6], [0.5, -0.3, 0.1], [-1.2, 0.1, 0.7], [-0.5, -0.4, 0.0], [-0.5, -0.5, 0.6], [0.1, 0.5, -0.1], [0.2, 0.0, -0.4], [-0.4, 0.0, 0.0], [0.4, -0.9, -0.4], [-0.8, 1.8, -1.9], [0.8, 0.3, -1.4], [-0.4, -0.2, -0.1], [-0.1, -0.7, 0.4], [0.3, 0.3, 0.2], [0.0, -0.2, 1.2], [-0.2, -1.3, -0.1], [0.5, 0.6, 1.6], [-0.5, 0.0, -0.8], [0.3, -0.7, -0.3], [0.4, -0.1, 1.0], [0.0, 0.3, 0.3], [0.2, -0.3, 0.7], [-0.1, 0.0, 0.1], [0.7, 1.1, -0.5], [-0.5, 1.1, 0.3], [-0.1, 0.1, -0.6], [-1.0, -0.4, 0.1], [1.3, 0.2, -1.1], [0.1, 0.5, -0.2], [-0.2, 0.0, 0.9], [-0.4, -1.6, 0.5], [-0.3, 0.0, -0.3], [0.4, -0.7, 0.1]], "mulliken_charge": [-1.54, 1.19, -1.31, -0.26, 0.24, 0.45, 0.36, 0.04, 0.26, 0.47, 0.13, 0.09, -1.48, 1.51, -1.12, 0.65, 0.44, 0.32, 0.16, -0.51, 0.19, 0.59, -0.05, -0.38, -1.02, 0.35, -0.86, -0.60, 0.48, -0.08, 0.33, 0.38, -0.03, 0.43, 0.29, 0.28, -1.35, 1.58, -1.50, -0.66, 0.37, 0.18, 0.37, -0.35, 0.26, 0.36, 0.41, 0.35, -1.30, 0.81, -1.43, -0.49, 0.50, 0.16, 0.36, 0.15, 0.28, 0.40, 0.35, 0.08, -0.89, 1.24, -1.43, -0.55, -0.16, 0.62, 0.20, -0.26, 0.14, 0.44, 0.38, 0.35, -0.98, 0.37, -1.14, -0.49, 0.26, 0.46, 0.04, 0.34, 0.20, 0.37, 0.31, 0.25, -0.80, 1.69, -1.70, 0.08, -0.15, 0.26, 0.45, -0.89, 0.52, 0.35, 0.24, -0.34, -1.56, 1.13, -1.42, -0.13, 0.38, 0.46, 0.34, -0.17, 0.31, 0.38, 0.36, -0.05, -0.30, 0.52, -1.71, -0.34, 0.51, 0.17, -0.34, 0.01, 0.40, 0.29, 0.41, 0.33, -1.52, 1.45, -1.15, -0.09, 0.35, 0.43, 0.16, -0.38, -0.13, 0.52, 0.43, -0.12], "e_above_lowest_kcal_mol": 75.47, "spin_multiplicity": 1, "gap_ev": 9.647, "smiles": "CC(C)O.CC(C)O.CC(C)O.CC(C)O.CC(C)O.CC(C)O.CC(C)O.CC(C)O.CC(C)O.CC(C)O.CC(C)O", "lumo_ev": 0.4, "e_tot_ev": -58168.6481, "homo_energy_ha": -0.339}


# 5
{"formula": "C2H3Cl6OSr", "method": "ωB97M-V with the def2-TZVPD basis set", "elements": ["Sr", "O", "H", "C", "Cl", "Cl", "Cl", "H", "C", "Cl", "Cl", "Cl", "H"], "coordinates": [[-6.812, -24.720, -1.460], [-5.086, -24.212, -2.868], [-5.249, -24.029, -3.782], [-2.136, -25.966, -3.074], [-2.869, -27.499, -2.712], [-2.193, -25.645, -4.784], [-0.498, -25.910, -2.487], [-2.689, -25.184, -2.589], [-3.147, -22.035, -4.603], [-1.857, -22.154, -5.743], [-4.680, -21.742, -5.462], [-2.832, -20.789, -3.399], [-3.216, -22.983, -4.106]], "atomic_forces_ev_per_a": [[1.7, 0.4, -1.2], [-1.6, -0.7, 2.2], [0.1, 0.2, -1.0], [0.2, 0.4, 0.0], [-0.5, -0.7, 0.3], [-0.1, 0.1, -0.6], [0.5, 0.0, 0.2], [-0.3, 0.2, 0.2], [-0.2, 0.2, 0.0], [0.6, 0.1, -0.5], [-0.1, 0.0, 0.2], [-0.1, 0.0, 0.0], [-0.2, -0.2, 0.3]], "mulliken_charge": [1.80, -1.00, 0.28, 0.32, -0.16, -0.11, -0.11, 0.05, 0.97, -0.10, -0.16, -0.13, -0.63], "charge": 1, "spin_multiplicity": 1, "gap_ev": 7.143, "lumo_ev": -5.9, "e_tot_ev": -80133.7254, "homo_energy_ha": -0.480}


# 6
{"formula": "C7H14N3", "method": "ωB97M-V with the def2-TZVPD basis set", "elements": ["C", "C", "C", "C", "C", "C", "C", "N", "N", "N", "H", "H", "H", "H", "H", "H", "H", "H", "H", "H", "H", "H", "H", "H"], "coordinates": [[-2.104, -1.351, 0.227], [-2.392, -0.033, 0.022], [-0.156, -0.366, -0.018], [-3.605, 0.915, -0.153], [2.063, -1.278, 0.666], [1.668, 0.300, -1.416], [1.294, -0.194, -0.069], [-0.738, -1.580, 0.121], [-1.122, 0.593, -0.079], [1.169, 1.475, 0.912], [-2.849, -2.087, 0.407], [-3.319, 1.660, 0.532], [-3.654, 1.100, -1.130], [-4.400, 0.351, 0.309], [2.962, -0.913, 0.939], [1.600, -1.574, 1.509], [2.374, -2.020, 0.072], [1.002, -0.081, -2.290], [2.697, 0.163, -1.525], [1.626, 1.343, -1.472], [-0.369, -2.477, 0.359], [-1.033, 1.615, 0.032], [0.786, 1.277, 1.842], [2.129, 1.697, 1.082]], "atomic_forces_ev_per_a": [[-1.4, 0.9, -0.7], [1.4, 0.5, -0.2], [-0.7, -0.2, 0.5], [2.1, -4.1, 4.5], [-1.6, 3.3, -1.8], [-1.0, -1.0, -1.6], [-1.4, 3.4, 2.6], [-1.9, 2.4, 0.4], [-0.3, -1.8, 0.0], [-0.2, -2.9, -1.5], [0.0, -0.8, 0.0], [-0.3, 1.8, 0.3], [-0.8, 1.3, -3.7], [-0.8, 0.3, -0.4], [3.1, 1.7, 1.2], [-1.7, -1.2, 2.8], [0.4, -3.2, -2.5], [1.5, 0.2, 1.5], [1.7, -0.9, -0.9], [-0.7, 1.7, 0.1], [0.8, -0.2, -0.1], [0.8, -1.0, -0.4], [0.2, -0.3, -0.1], [0.9, 0.2, 0.0]], "nbo_charge": [-0.09, 0.17, 0.46, -0.61, -0.64, -0.66, 0.16, -0.48, -0.50, -0.86, 0.25, 0.23, 0.24, 0.25, 0.25, 0.22, 0.24, 0.24, 0.24, 0.26, 0.46, 0.48, 0.35, 0.36], "charge": 1, "e_above_lowest_kcal_mol": 67.64, "spin_multiplicity": 1, "gap_ev": 10.171, "lumo_ev": -3.2, "e_tot_ev": -11947.9862, "homo_energy_ha": -0.491}